No. 1
{"formula": "C4H10N4", "method": "wB97M-V/def2-TZVPD", "symbols": ["C", "C", "C", "C", "H", "H", "H", "H", "H", "H", "H", "H", "H", "H", "N", "N", "N", "N"], "xyz": [[0.9633, -0.2927, 2.7539], [-0.2291, -1.0597, 1.0143], [-1.3980, -1.4950, 0.2275], [-0.1469, 0.3819, -0.9225], [1.4090, 0.4353, 2.2139], [0.8739, 0.3136, 3.7409], [1.5988, -1.1457, 3.1357], [-0.6101, -2.2988, -0.4748], [-2.5071, -2.1661, 0.5631], [-1.5655, -0.2620, -0.6634], [-1.2921, 0.3760, -1.4065], [1.8161, 1.5780, -1.3870], [-0.4880, 2.2774, -2.9848], [0.3633, 1.2583, -3.6865], [-0.2159, -1.0304, 2.2731], [0.4363, -0.1739, 0.0899], [0.5436, 1.3931, -1.5938], [0.4481, 1.9107, -2.8930]], "forces_ev_per_a": [[-0.64, -2.49, 5.49], [-4.48, 2.29, -1.10], [-1.28, -3.36, -3.57], [2.96, 1.86, -0.47], [1.55, 1.52, -2.77], [-1.02, -1.24, -1.19], [0.21, 1.20, -0.75], [-3.18, 1.84, 1.04], [3.98, 2.33, -0.53], [-1.91, -5.74, 4.03], [2.72, 0.74, 0.08], [-5.49, -1.36, 0.03], [-0.29, 1.06, 0.31], [0.95, -0.79, 0.77], [2.15, 1.06, 0.12], [-0.32, 0.67, -1.18], [6.32, 0.55, 0.87], [-2.22, -0.18, -1.21]], "e_lumo_ev": 0.3619, "homo_energy_ev": -8.91, "relative_energy_kj_mol": 957.5}

=====

No. 2
{"formula": "C15H27Cl2N2OP2V", "method": "wB97M-V/def2-TZVPD", "symbols": ["C", "C", "H", "H", "H", "O", "Cl", "V", "P", "C", "C", "H", "H", "H", "H", "H", "H", "C", "H", "H", "H", "P", "C", "C", "H", "H", "H", "C", "H", "H", "H", "H", "H", "H", "Cl", "N", "C", "N", "C", "C", "C", "C", "C", "C", "H", "H", "H", "H", "H", "H"], "xyz": [[-0.3468, 0.6654, -2.6458], [-0.9588, 0.0190, -1.5133], [-0.2844, -0.0323, -3.5087], [0.6904, 0.9748, -2.4132], [-0.9119, 1.5718, -2.9404], [-2.0342, -0.3481, -1.1740], [3.0947, 0.4848, 1.4271], [1.0309, 0.0019, 0.6211], [1.5063, -1.6451, -1.0801], [0.2850, -2.7041, -1.9355], [2.6019, -1.0746, -2.4332], [3.4440, -1.7794, -2.5004], [2.3369, -3.9191, -0.7705], [2.9957, -0.0741, -2.2033], [3.6007, -2.6819, -0.4347], [0.3135, -2.5338, -3.0200], [2.0660, -1.0566, -3.3917], [2.5456, -2.9452, -0.3085], [0.5317, -3.7526, -1.7186], [2.3238, -2.9950, 0.7628], [-0.7207, -2.4934, -1.5583], [0.8619, 2.3144, -0.0766], [-0.4351, 3.4032, -0.7744], [1.2301, 3.3192, 1.4258], [3.1494, 2.1510, -0.8340], [2.5222, 3.8258, -0.9906], [2.0655, 2.5894, -2.1991], [2.2905, 2.7611, -1.1387], [2.1486, 2.9393, 1.8838], [1.3510, 4.3646, 1.1116], [-0.2553, 4.4314, -0.4270], [-1.4146, 3.0876, -0.4032], [0.4270, 3.2765, 2.1723], [-0.4331, 3.4086, -1.8707], [0.9737, -1.6498, 2.3214], [-2.7375, 1.0405, 2.4874], [-1.5441, 1.3682, 1.9275], [-0.9910, 0.3063, 1.3719], [-1.8728, -0.7759, 1.5305], [-1.6543, -2.1424, 1.3664], [-2.5375, -3.0350, 1.9781], [-3.6689, -2.5643, 2.6625], [-3.8987, -1.1888, 2.8294], [-2.9803, -0.3188, 2.2506], [-3.3220, 1.6958, 2.9938], [-1.1788, 2.3891, 1.9260], [-0.7730, -2.4977, 0.8312], [-2.3186, -4.1054, 1.9280], [-4.3735, -3.2973, 3.0642], [-4.7408, -0.7792, 3.3911]], "forces_ev_per_a": [[1.85, 0.83, -1.20], [-5.31, -1.41, 1.41], [-0.34, 0.19, 0.52], [-0.63, -0.24, -0.24], [-0.09, -0.63, 0.23], [4.67, 1.27, -1.12], [-0.85, -0.03, -1.21], [-0.27, -1.26, 3.60], [0.94, -1.54, -0.86], [-0.64, 0.11, 0.06], [0.03, 0.44, -0.06], [-0.31, 0.29, -0.08], [0.14, 0.39, 0.00], [0.03, -0.29, -0.19], [-0.18, -0.05, 0.10], [-0.02, -0.10, 0.28], [0.23, 0.07, 0.25], [0.21, 0.12, 0.74], [-0.22, 0.38, -0.20], [0.15, -0.15, -0.31], [0.08, -0.36, -0.19], [0.91, 2.51, -0.07], [-0.53, -0.28, -0.14], [0.11, -0.27, 0.25], [-0.10, 0.28, -0.16], [-0.08, -0.31, -0.09], [0.11, 0.08, 0.21], [0.12, -0.24, 0.06], [-0.20, 0.24, -0.03], [0.06, -0.31, 0.07], [0.03, -0.39, -0.14], [-0.05, 0.16, -0.20], [0.36, 0.05, -0.19], [-0.04, -0.02, 0.29], [0.36, 0.97, -0.86], [0.50, 0.32, -0.55], [-1.46, -0.64, 0.40], [0.89, -0.11, -1.17], [-0.12, 0.30, 0.96], [-0.34, -0.67, -0.17], [0.42, 0.45, -0.65], [-0.35, 0.63, 0.17], [-0.31, -0.53, -0.15], [0.57, 0.04, 0.54], [0.04, -0.24, -0.10], [-0.05, -0.44, 0.09], [-0.54, -0.03, 0.24], [-0.26, 0.41, -0.05], [0.26, 0.40, 0.03], [0.21, -0.39, -0.11]], "charge": 2, "spin_multiplicity": 3, "e_lumo_ev": [-8.9513, -9.1247], "s2": 2.059, "homo_energy_ev": [-14.46, -14.48]}

=====

No. 3
{"formula": "C15H26N5NiO2S2", "method": "wB97M-V/def2-TZVPD", "symbols": ["Ni", "C", "C", "N", "C", "C", "S", "C", "C", "N", "H", "H", "H", "H", "H", "H", "H", "H", "H", "H", "H", "H", "H", "H", "C", "C", "N", "O", "C", "C", "N", "O", "H", "H", "H", "H", "H", "H", "H", "S", "C", "N", "C", "C", "C", "C", "H", "H", "H", "H", "H"], "xyz": [[-0.3387, -0.2181, -0.5695], [-2.2254, 2.2597, -0.6322], [-1.1132, 2.5489, 0.3884], [0.0978, 1.7740, 0.1008], [1.0585, 2.3878, -0.8248], [0.6375, 2.3205, -2.2899], [0.0968, 0.6461, -2.7993], [-1.6170, 0.9403, -3.3636], [-2.6866, 0.5442, -2.3433], [-2.2627, 0.8266, -0.9690], [-2.0590, 2.8309, -1.5446], [-3.1798, 2.5874, -0.2165], [-1.4636, 2.2545, 1.3772], [-0.9015, 3.6224, 0.4019], [0.6078, 1.6051, 0.9629], [1.9965, 1.8484, -0.6963], [1.2335, 3.4395, -0.5703], [1.4920, 2.5677, -2.9163], [-0.1674, 3.0152, -2.5211], [-1.7389, 0.3535, -4.2716], [-1.6809, 1.9914, -3.6387], [-2.8715, -0.5268, -2.4152], [-3.6192, 1.0582, -2.6010], [-2.8927, 0.3631, -0.3241], [1.3439, -3.7554, -2.2637], [0.9167, -2.6657, -1.3366], [-0.2666, -2.1633, -1.3584], [-1.0564, -2.6620, -2.3918], [1.8420, -2.0459, -0.3929], [3.0533, -2.7271, 0.1700], [1.5283, -0.8246, -0.0591], [2.2215, -0.1378, 0.7691], [0.9598, -3.5465, -3.2613], [0.9313, -4.7176, -1.9550], [2.4259, -3.8314, -2.3051], [-1.9511, -2.6434, -2.0410], [3.3251, -3.6129, -0.3978], [2.8759, -3.0462, 1.2022], [3.8913, -2.0299, 0.1857], [-1.4759, -0.8797, 1.5205], [-0.6048, -0.4018, 2.9009], [0.6794, -0.7947, 3.0667], [1.4581, -0.4369, 4.1059], [0.9455, 0.3174, 5.1173], [-0.3982, 0.7161, 5.0324], [-1.1570, 0.3680, 3.9437], [1.0825, -1.3276, 2.3081], [2.4852, -0.7682, 4.0765], [1.5641, 0.6012, 5.9546], [-0.8312, 1.3071, 5.8288], [-2.1906, 0.6684, 3.8566]], "forces_ev_per_a": [[-0.09, 0.58, 0.28], [0.35, 0.00, 0.16], [-0.15, -0.13, -0.20], [0.15, -0.01, 0.04], [0.02, -0.01, -0.15], [-0.05, -0.17, 0.04], [0.05, 0.11, -0.17], [0.19, -0.05, 0.10], [0.03, 0.08, -0.03], [-0.19, -0.38, -0.11], [-0.02, -0.04, -0.01], [-0.03, 0.05, -0.08], [0.03, -0.01, 0.02], [-0.05, 0.01, 0.06], [0.06, -0.15, -0.03], [-0.01, -0.01, 0.07], [0.03, -0.01, 0.01], [-0.02, 0.12, 0.00], [0.04, 0.02, -0.04], [-0.05, 0.05, -0.03], [-0.02, -0.01, -0.05], [-0.01, 0.00, 0.01], [-0.01, -0.03, 0.00], [-0.03, -0.01, 0.03], [-0.04, -0.02, -0.07], [0.02, 0.00, 0.02], [-0.09, 0.18, 0.11], [-0.08, -0.11, -0.30], [0.42, 0.02, 0.18], [-0.10, 0.13, -0.09], [-0.53, -0.05, -0.34], [0.24, -0.13, 0.35], [0.04, -0.05, 0.01], [-0.01, 0.02, 0.02], [0.00, -0.01, 0.02], [-0.12, -0.03, 0.10], [0.01, 0.00, 0.00], [0.02, 0.04, -0.01], [0.00, -0.03, 0.02], [-0.15, -0.20, -0.11], [0.00, 0.03, 0.26], [-0.17, 0.13, 0.01], [0.13, 0.03, 0.11], [-0.06, 0.07, 0.06], [0.08, -0.07, -0.04], [0.00, 0.01, 0.02], [0.23, 0.09, -0.14], [-0.02, -0.07, -0.07], [0.02, -0.03, -0.02], [-0.02, 0.00, -0.02], [0.00, 0.00, -0.01]], "charge": 1, "spin_multiplicity": 3, "e_lumo_ev": [-2.7247, -2.8352], "s2": 2.009, "homo_energy_ev": [-10.65, -10.68], "relative_energy_kj_mol": 45.7}

=====

No. 4
{"formula": "C23H54N8O31", "method": "wB97M-V/def2-TZVPD", "symbols": ["C", "O", "C", "O", "O", "C", "H", "H", "H", "H", "H", "H", "C", "O", "C", "O", "O", "C", "H", "H", "H", "H", "H", "H", "C", "O", "C", "O", "O", "C", "H", "H", "H", "H", "H", "H", "C", "O", "C", "O", "O", "C", "H", "H", "H", "H", "H", "H", "C", "O", "C", "O", "O", "C", "H", "H", "H", "H", "H", "H", "C", "N", "O", "O", "H", "H", "H", "C", "N", "O", "O", "H", "H", "H", "C", "N", "O", "O", "H", "H", "H", "C", "N", "O", "O", "H", "H", "H", "C", "N", "O", "O", "H", "H", "H", "C", "N", "O", "O", "H", "H", "H", "C", "N", "O", "O", "H", "H", "H", "C", "N", "O", "O", "H", "H", "H"], "xyz": [[-4.4379, -0.5959, 0.6043], [-3.7040, -0.8162, 1.8081], [-3.7551, 0.1675, 2.7309], [-3.9045, 1.3830, 2.5897], [-3.4149, -0.4015, 3.9305], [-3.5019, 0.4353, 5.0932], [-5.3227, 0.0151, 0.7833], [-4.8115, -1.5797, 0.3203], [-3.8244, -0.1279, -0.1656], [-2.7905, 1.2598, 5.0470], [-3.1093, -0.2122, 5.8772], [-4.5256, 0.6931, 5.3648], [1.4991, -1.4518, -2.9213], [1.4137, -2.3356, -4.0741], [2.5012, -2.9705, -4.5493], [3.6176, -3.1705, -3.9952], [2.1736, -3.6011, -5.7275], [2.9882, -4.3506, -6.4853], [0.5846, -0.8591, -2.9012], [2.3941, -0.8300, -2.9452], [1.5394, -1.9413, -1.9482], [2.6748, -5.3940, -6.4532], [4.0396, -4.3040, -6.2014], [2.7973, -4.0417, -7.5130], [3.9454, 1.5383, -1.2613], [3.6712, 1.5901, -2.7189], [4.5179, 0.9538, -3.5478], [5.4229, 0.1827, -3.2234], [4.1505, 1.2250, -4.7954], [4.7488, 0.5247, -5.9555], [3.1066, 2.0901, -0.8370], [4.8712, 2.0717, -1.0458], [3.9248, 0.4954, -0.9451], [4.2424, 0.7940, -6.8824], [4.6849, -0.5313, -5.6932], [5.8073, 0.7387, -6.1035], [2.3338, -2.8213, 2.6780], [2.6105, -4.1300, 2.2966], [1.9510, -4.7121, 1.2721], [1.1082, -4.1274, 0.5874], [2.5267, -5.8733, 1.0437], [1.9345, -6.8408, 0.2139], [1.3525, -2.4454, 2.3885], [3.1027, -2.0662, 2.5145], [2.2825, -2.9437, 3.7599], [0.8591, -6.6908, 0.1187], [2.0332, -7.8218, 0.6786], [2.3376, -6.7718, -0.7965], [-0.2667, 1.4311, -6.9303], [-0.5225, 1.1168, -5.5886], [-1.7207, 1.2768, -5.0564], [-2.7915, 1.3821, -5.6618], [-1.5486, 1.4930, -3.6928], [-2.6157, 1.6661, -2.8730], [-0.5851, 2.4549, -7.1267], [-0.8231, 0.6647, -7.4699], [0.7768, 1.2096, -7.1546], [-2.7577, 2.7395, -2.7477], [-2.4720, 1.3580, -1.8373], [-3.4880, 1.1948, -3.3259], [2.3201, 2.8651, 3.7926], [1.7820, 3.1666, 2.4353], [0.5971, 3.1608, 2.2515], [2.5725, 3.4880, 1.5835], [1.8057, 3.4213, 4.5762], [3.3931, 3.0567, 3.7766], [2.0520, 1.8305, 4.0062], [0.0919, -0.0471, 7.4036], [0.0084, -0.2875, 5.9301], [0.3258, -1.3642, 5.4416], [-0.4537, 0.6116, 5.2499], [-0.8689, -0.3483, 7.8210], [0.2993, 1.0020, 7.6141], [0.9066, -0.6532, 7.7998], [0.8433, 4.3277, -1.1140], [2.0648, 5.1498, -1.0022], [3.0342, 4.8154, -1.6190], [2.0247, 6.1550, -0.3360], [0.0112, 4.9006, -0.7049], [1.1258, 3.4035, -0.6098], [0.6742, 4.1563, -2.1770], [-4.8600, 3.7041, -0.3735], [-3.4636, 3.9780, 0.1024], [-2.6712, 3.0878, 0.0723], [-3.2250, 5.0637, 0.6563], [-4.9527, 4.2612, -1.3057], [-5.5332, 4.0743, 0.3997], [-5.0041, 2.6615, -0.6569], [-1.3138, -3.7216, -1.7853], [-1.7506, -2.3220, -1.5954], [-2.3815, -1.8303, -2.4989], [-1.5517, -1.7686, -0.5466], [-1.4247, -3.9780, -2.8389], [-1.9647, -4.3972, -1.2303], [-0.2723, -3.7469, -1.4648], [-2.1077, 3.7177, 3.4345], [-1.4188, 3.9950, 4.6821], [-1.3810, 3.1069, 5.5349], [-1.0240, 5.1265, 4.8860], [-1.6192, 2.7900, 3.1364], [-1.7852, 4.5159, 2.7659], [-3.1847, 3.7341, 3.6010], [-0.5959, 0.5281, 1.3418], [0.7453, 0.4985, 0.6234], [0.8934, 0.9363, -0.5540], [1.6457, 0.0081, 1.2018], [-1.0955, 1.1544, 0.6027], [-0.4281, 1.0145, 2.3027], [-1.0242, -0.4696, 1.4376], [-1.9117, -3.4771, 2.7920], [-1.3612, -3.9551, 4.0273], [-0.2170, -4.4519, 3.9367], [-2.0398, -3.8388, 5.0715], [-1.4929, -2.5242, 2.4681], [-2.9783, -3.3696, 2.9888], [-1.6926, -4.3028, 2.1150]], "forces_ev_per_a": [[-0.51, 0.04, -0.24], [-0.40, 0.92, 0.82], [1.35, 1.31, 1.43], [-0.44, -2.64, -0.41], [-0.89, 0.34, -1.53], [0.87, -0.48, 0.48], [0.13, 0.19, 0.16], [0.33, 0.07, -0.28], [0.07, -0.21, 0.04], [-0.51, 0.25, -0.23], [-0.17, -0.08, 0.06], [0.06, 0.22, -0.42], [0.41, 0.09, 0.29], [0.77, -0.22, -0.40], [3.13, -2.39, 1.23], [-3.83, 1.45, -1.66], [-2.86, 3.28, 3.12], [1.64, -1.63, -1.44], [0.20, 0.09, -0.50], [-0.18, 0.09, -0.38], [0.07, -0.78, -0.23], [0.03, -0.20, 0.25], [0.01, 0.22, -0.08], [0.52, 0.09, -0.14], [-0.42, 0.14, -1.31], [0.64, -0.06, 0.27], [1.17, -1.70, 0.91], [-1.42, 1.51, -0.47], [-0.11, 0.53, -1.63], [0.30, -0.39, 1.71], [0.20, -0.21, -0.04], [0.04, -0.33, -0.05], [0.24, 0.19, 0.10], [-0.46, 0.08, 0.56], [-0.11, -0.10, -0.48], [-0.01, 0.34, 0.43], [-1.06, 0.87, 2.04], [0.18, -1.75, -1.49], [-0.03, 2.88, -0.99], [0.74, -1.58, 1.06], [0.23, -0.30, 0.92], [-1.21, -0.10, -0.62], [0.19, -0.21, -0.46], [0.22, -0.46, -0.78], [-0.11, 0.47, 0.20], [-0.08, 0.31, 0.07], [0.54, 0.14, -0.14], [0.27, -0.25, 0.15], [-0.90, -1.12, -0.76], [0.65, -0.12, 2.25], [-1.98, 1.64, 0.10], [2.23, -0.51, 1.41], [2.60, -1.44, -2.70], [-2.23, 0.90, 0.67], [0.16, -0.16, -0.34], [-0.26, 0.57, -0.78], [0.03, 0.50, 0.45], [-0.50, 0.28, -0.27], [0.56, -0.75, -0.32], [-0.29, 0.13, 0.34], [-0.08, -0.53, 0.37], [1.01, 1.07, 0.33], [-1.51, -0.46, 0.27], [0.73, -0.21, -0.30], [-0.08, 0.45, -0.46], [-0.28, -0.17, 0.00], [0.32, -0.15, -0.23], [0.53, -0.30, 0.17], [-0.31, -0.32, -1.34], [0.14, 0.43, 1.13], [0.27, 0.14, 0.41], [0.12, 0.01, -0.04], [-0.27, -0.07, -0.40], [-0.27, -0.15, -0.10], [-0.01, -0.03, -0.30], [-0.39, 0.93, -0.16], [1.00, -0.95, -0.72], [-0.40, 0.59, 0.78], [0.22, -0.39, 0.33], [-0.64, 0.01, 0.00], [0.17, -0.18, 0.10], [0.17, 0.54, -0.70], [-0.45, 1.34, 2.05], [0.93, -1.17, -0.63], [-0.82, -0.99, -1.21], [-0.21, 0.33, 0.21], [0.07, -0.12, -0.25], [0.35, 0.02, 0.59], [0.64, -0.34, -0.43], [-1.09, -0.51, -0.54], [-0.24, 0.44, -0.69], [0.58, 0.20, 1.03], [0.14, 0.31, 0.11], [0.18, 0.33, 0.38], [-0.17, -0.38, 0.20], [1.08, 0.17, -0.92], [-0.55, 0.57, 2.42], [0.12, 0.48, -0.79], [0.36, -0.15, -0.22], [-0.98, -0.12, -0.35], [-0.36, -0.18, -0.11], [0.26, -0.43, -0.01], [0.44, 1.10, -1.56], [-0.61, 0.46, -2.71], [-1.44, -0.52, 2.30], [2.03, -1.03, 1.75], [-0.95, -0.05, 0.70], [-0.05, -0.14, -0.20], [0.38, 0.11, -0.24], [-1.39, -0.28, -0.79], [1.73, -0.37, 2.59], [-2.15, 0.77, 0.80], [1.65, -0.42, -1.97], [0.25, -0.28, 0.21], [0.10, 0.14, -0.37], [-0.10, 0.50, -0.45]], "e_lumo_ev": -0.1768, "homo_energy_ev": -10.03, "relative_energy_kj_mol": 248.2}

=====

| no. | calculated total energy (hartree) |
| --- | --- |
| 1 | -377.082102 |
| 2 | -3319.058158 |
| 3 | -3315.885162 |
| 4 | -3678.431321 |